[1]
Below is 22 unconnected molecules or ions with the total composition C56H132O46 in a non-equilibrium geometry, with properties calculated with the ωB97M-V functional and the def2-TZVPD basis.

```
234
Properties=species:S:1:pos:R:3:mulliken_charge:R:1
C 8.9502 16.6313 20.5231 -0.7552
O 10.2836 16.1282 20.3869 -0.2011
C 10.5627 15.0068 21.0151 0.4191
O 9.8301 14.3626 21.7055 -0.5547
O 11.8886 14.6810 20.7679 0.3907
C 12.2818 13.5787 21.5777 -0.6980
H 8.1705 15.8460 20.3171 0.2913
H 8.8715 17.4262 19.7723 0.2244
H 8.8220 17.0157 21.5104 0.3149
H 12.2542 13.7841 22.6521 0.3928
H 13.2597 13.2615 21.0568 -0.2899
H 11.7190 12.6850 21.3762 0.5015
C 22.4857 12.9068 21.2655 -0.2489
O 23.1141 12.3253 20.1478 -0.3689
C 24.0653 13.0280 19.5599 0.8496
O 24.4109 14.1170 19.9854 -0.5347
O 24.4440 12.5042 18.3990 -0.4170
C 25.3973 13.2857 17.6629 -0.7014
H 21.4176 12.6420 21.0389 -0.0106
H 22.7038 13.9710 21.3262 0.1109
H 22.8462 12.4482 22.1648 0.4599
H 24.8607 14.0540 17.1073 0.1642
H 25.9701 12.5882 17.0823 0.3255
H 26.0876 13.7631 18.3254 0.3828
C 15.2216 18.2755 15.9191 0.0838
O 14.8868 17.1087 16.7326 -0.5759
C 15.7933 16.6192 17.5267 -0.2368
O 16.8890 17.0598 17.7633 0.4150
O 15.5184 15.4441 18.0784 0.0578
C 14.2117 14.7264 18.0369 -0.8370
H 14.2831 18.7005 15.4772 0.3206
H 15.9164 18.0644 15.1443 -0.1197
H 15.6414 19.0526 16.5394 -0.1668
H 14.5155 13.6879 18.0452 -0.0405
H 13.6853 15.0576 17.1780 0.3810
H 13.6912 15.1134 18.9151 0.3240
C 18.5307 16.6708 23.2789 -0.1041
O 19.1523 15.4627 23.7106 -0.4931
C 20.0011 14.8959 22.8456 0.1946
O 20.2792 15.3110 21.7371 0.1476
O 20.3695 13.7058 23.3346 -0.3319
C 20.0710 13.2843 24.7143 -0.7295
H 18.0753 16.5147 22.2990 -0.0584
H 19.2111 17.5375 23.2806 0.1961
H 17.6613 16.8821 23.9514 0.1686
H 20.8238 12.4906 24.9170 0.2753
H 19.0764 12.8198 24.7642 0.2134
H 20.2762 14.1393 25.3815 0.2969
C 16.5801 21.0803 21.9479 -0.6898
O 17.3568 20.1096 22.6869 0.0746
C 17.3415 20.3236 23.9925 0.4024
O 16.9297 21.2946 24.5776 -0.6134
O 17.8957 19.2841 24.5853 -0.0356
C 18.1379 19.4597 26.0550 -0.8493
H 15.5182 20.9196 21.9300 0.2858
H 16.9506 20.9513 20.8791 -0.0336
H 16.7390 22.1394 22.1144 0.4018
H 19.0844 19.9707 26.1682 0.2965
H 18.1501 18.4443 26.4218 0.2323
H 17.2568 20.0435 26.4911 0.3463
C 14.8193 10.6196 19.8100 -0.8217
O 14.0707 11.4868 18.9443 0.5205
C 12.7182 11.4001 19.1018 0.3448
O 12.1652 10.5174 19.6960 -0.5957
O 12.2181 12.3066 18.3330 -0.1436
C 10.7745 12.5222 18.3178 -0.9446
H 14.3781 10.6330 20.7951 0.3753
H 15.8476 10.9907 19.8918 0.1091
H 14.8836 9.6369 19.3823 0.2932
H 10.5982 13.5411 17.9578 0.2252
H 10.2442 12.2081 19.2082 0.3776
H 10.4614 11.9101 17.4971 0.3513
C 27.5952 22.5098 18.5278 -0.7237
O 26.3293 22.5972 19.2151 -0.3424
C 25.3397 22.2090 18.3762 0.6487
O 25.4944 22.0524 17.2296 -0.5678
O 24.2283 22.0729 19.0578 -0.2074
C 23.0748 21.6429 18.2754 0.3593
H 27.6485 23.1488 17.6859 0.3183
H 27.8125 21.5116 18.0885 0.2181
H 28.3324 22.9780 19.1880 0.2953
H 23.4973 20.8419 17.6565 -0.3530
H 22.7664 22.5013 17.6538 0.3855
H 22.3565 21.2625 18.9291 -0.0809
C 25.3935 14.8143 23.1418 -0.6636
O 24.3450 15.7166 23.3726 -0.1805
C 23.4262 15.2541 24.2170 0.7678
O 23.3954 14.1407 24.6855 -0.6256
O 22.4236 16.1351 24.4219 -0.2953
C 22.5150 17.4945 23.8711 -0.5368
H 25.5857 14.3095 24.0133 0.4739
H 26.1433 15.4627 22.6854 0.2069
H 25.1803 14.0105 22.3585 0.0634
H 23.4620 17.9868 24.2481 0.4277
H 21.6437 18.1016 24.3219 0.1548
H 22.5209 17.4598 22.8041 0.1876
C 18.7330 17.6326 14.8089 0.1369
O 17.9343 17.7453 13.6156 -0.4003
C 17.8262 16.5712 12.9843 0.8277
O 18.3422 15.5254 13.2419 -0.4914
O 16.9142 16.7348 11.9951 -0.3794
C 16.5537 15.4765 11.3023 -0.4949
H 18.6539 18.5087 15.4902 -0.5378
H 19.8388 17.5841 14.6910 0.5313
H 18.4458 16.7519 15.4242 0.0225
H 17.3215 15.0893 10.7017 0.3460
H 15.7108 15.6433 10.6514 0.3027
H 16.2327 14.6455 11.9973 0.0408
C 21.7048 16.8322 18.8025 0.0943
O 22.9148 17.6523 18.8533 0.0564
C 23.9038 17.4168 18.0415 0.4345
O 23.8900 16.4269 17.3321 -0.6469
O 24.8528 18.3023 18.1289 0.0404
C 26.0123 18.0651 17.3816 -0.8274
H 20.8886 17.2842 19.2964 -0.6846
H 22.0328 15.8634 19.1206 0.2367
H 21.4221 16.6041 17.7961 0.6094
H 26.5210 17.1499 17.7423 0.2452
H 26.5898 18.9677 17.4656 0.1134
H 25.7276 17.9829 16.3585 0.4462
C 16.8413 13.5371 15.2992 0.7097
O 15.7238 12.7090 15.1791 -0.0355
C 14.5872 13.3045 14.8956 0.5586
O 14.4233 14.4770 14.7547 -0.4996
O 13.5469 12.4361 14.8714 -0.3709
C 13.7751 11.0738 14.9005 -0.2808
H 16.6105 14.3821 15.9031 -0.3610
H 17.0978 13.9093 14.2319 0.0495
H 17.7431 12.9032 15.6747 -0.3636
H 14.5171 10.7547 15.6568 -0.0971
H 14.1078 10.6600 13.9191 0.2922
H 12.8000 10.6278 15.1250 0.2885
C 20.5585 23.2129 22.3541 -0.4693
O 21.8160 22.8615 22.8413 -0.4030
C 22.4098 21.8855 22.2282 0.5942
O 21.9170 21.0827 21.4297 -0.1193
O 23.6949 21.9012 22.5651 -0.4014
C 24.3958 20.6956 22.3237 0.0271
H 19.8786 22.3696 22.3893 0.1363
H 20.6246 23.8141 21.3663 0.2615
H 20.1969 23.9372 23.0765 0.2514
H 23.9058 19.8350 22.8476 -0.1353
H 25.4315 20.8255 22.6002 0.3182
H 24.4645 20.4651 21.2624 0.0089
C 23.9464 19.1371 13.4800 -1.2956
C 24.5295 19.7988 14.6718 0.8153
O 23.7770 21.0095 14.9724 -0.6155
H 23.9523 19.8640 12.6119 0.3118
H 22.8993 18.9461 13.6673 0.1849
H 24.4483 18.2279 13.1126 0.3759
H 25.5944 19.9921 14.4581 0.4214
H 24.4205 19.1690 15.5434 -0.5437
H 24.2678 21.5359 15.6295 0.2687
C 14.4209 21.7666 16.8401 -0.6034
C 13.5983 21.9064 18.1434 -0.4127
O 14.2602 22.4803 19.2260 -0.4757
H 13.9695 21.1727 16.1014 0.3386
H 15.4361 21.3963 17.1487 -0.1021
H 14.5495 22.7883 16.4255 0.3789
H 13.3087 20.9788 18.5365 0.2210
H 12.6609 22.4269 18.0495 0.4234
H 14.3888 23.3830 19.0528 0.2616
C 18.1892 13.6496 19.6769 -0.8948
C 19.2418 14.5186 18.9615 0.8700
O 18.9241 14.8751 17.6005 1.9024
H 17.3741 14.2310 20.1071 -0.2901
H 18.5467 13.0484 20.4935 0.4816
H 17.8030 12.9059 18.9923 0.3630
H 20.1310 13.8684 18.8684 -0.1927
H 19.5789 15.4438 19.4661 -0.6216
H 18.2978 15.6356 17.6183 -1.1835
C 20.9857 9.1652 19.0513 -1.4022
C 20.6271 10.6030 18.7880 0.5093
O 19.8777 10.5512 17.5183 -0.0185
H 21.3319 8.8151 18.0862 0.3409
H 20.1569 8.6752 19.5173 0.3562
H 21.8175 9.1167 19.8475 0.3047
H 21.5249 11.1534 18.6823 0.3295
H 20.1205 11.0904 19.6141 -0.2099
H 20.1827 11.2381 16.9359 0.0917
C 14.2427 18.1222 20.5932 -0.5529
C 14.4512 17.0964 21.7589 -0.3479
O 14.8670 15.8217 21.2934 0.8277
H 13.4949 17.7713 19.8470 0.2424
H 15.2488 18.1340 20.1216 -0.1833
H 14.0684 19.1159 20.9957 0.5546
H 13.5393 16.8364 22.2714 0.4002
H 15.2023 17.4371 22.4579 -0.0697
H 15.5387 16.0193 20.6404 -0.5360
C 22.1826 12.3921 14.5722 -1.3726
C 21.0266 13.2984 14.8313 0.0949
O 20.3906 12.8560 15.9849 -0.1521
H 22.9690 12.5047 15.3023 0.1629
H 22.6324 12.6431 13.5392 0.3554
H 21.7677 11.4085 14.3482 0.3901
H 20.2614 13.1823 14.0742 0.3098
H 21.3500 14.3845 14.9117 0.1110
H 19.6288 13.4493 16.2586 -0.2656
C 14.6108 12.7234 24.1309 -0.8114
C 15.8875 13.5669 24.3804 0.0816
O 15.7673 14.8500 23.8535 -0.4457
H 14.6924 12.5179 23.0402 -0.0460
H 13.7376 13.1534 24.5725 0.2739
H 14.8154 11.7151 24.6014 0.4166
H 16.7161 13.1506 23.7796 -0.0546
H 16.0819 13.6707 25.4585 0.3865
H 15.3554 14.7493 22.9669 0.0561
C 17.1125 8.9688 15.7860 -1.2417
C 16.5531 9.4642 17.0664 0.3104
O 17.2791 8.9108 18.2150 -0.6311
H 16.5906 9.6317 15.1596 0.3017
H 16.9347 7.9036 15.5863 0.2726
H 18.1377 9.2848 15.8006 0.3307
H 15.5369 9.1023 17.1582 0.5449
H 16.5358 10.5866 17.0528 -0.1946
H 18.1521 9.2178 18.0713 0.2078
C 19.2349 19.2177 19.9309 0.6240
C 18.9780 20.2970 18.8766 0.4475
O 17.7217 19.9752 18.1723 0.2809
H 18.5289 19.3204 20.7155 -0.6312
H 20.2137 19.3286 20.3883 0.5420
H 19.1658 18.2372 19.5064 -0.5109
H 19.8196 20.3444 18.1395 -0.6179
H 18.9056 21.2359 19.4128 0.5194
H 17.4003 19.0788 18.3915 -0.4383
C 18.7573 21.9742 15.5247 -1.0952
C 20.0051 21.2382 15.1637 0.1259
O 20.9893 21.1752 16.2111 -0.2816
H 19.0268 23.0071 15.7443 0.3678
H 18.1311 21.5484 16.2442 0.0033
H 18.0826 22.0233 14.5999 0.3484
H 20.3859 21.7210 14.2709 0.5903
H 19.7061 20.1750 14.9512 -0.1250
H 21.8231 21.0128 15.7371 0.1866
```

Calculated values
Electronic energy   -154391.962 eV
Lowest unoccupied orbital energy   0.473 eV
Molar mass   1541.6 g/mol
Highest occupied orbital energy   -0.3597 hartree
Max |F|   4.1 eV/A

[2]
Below is a gas-phase ion, C3H8NO (charge +1) in a non-equilibrium geometry, with properties calculated with the ωB97M-V functional and the def2-TZVPD basis.

```
13
Properties=species:S:1:pos:R:3:nbo_charge:R:1
C 1.1137 -0.3563 1.4494 -0.3521
C -0.1748 -0.1712 1.5123 0.0049
C -0.5095 -0.3110 -1.2231 0.0862
N -0.7047 0.4795 0.0208 -0.6059
O 0.0716 0.7053 -2.0703 -0.6986
H 1.5840 -0.7669 2.2912 0.2654
H 1.4693 -0.1885 0.4568 0.2136
H -0.8169 0.0238 2.3494 0.2504
H 0.2558 -1.0767 -0.8897 0.1893
H -1.3531 -0.8644 -1.5089 0.2184
H -1.6901 0.8549 0.1427 0.4517
H -0.0559 1.3555 0.0095 0.4726
H 0.8105 0.3159 -2.5401 0.5041
```

Calculated values
Electronic energy   -6769.010 eV
Charge   +1
SMILES   C=C[NH2+]CO
Lowest unoccupied orbital energy   -3.653 eV
Molar mass   74.1 g/mol
Highest occupied orbital energy   -0.5879 hartree
Max |F|   4.5 eV/A

> The highest molar mass belongs to which entry?

C56H132O46